Entry 1:
C27H58O3P2PtSSi | wB97M-V/def2-TZVPD

```
! wB97M-V def2-TZVPD RIJCOSX def2/J DEFGRID3
* xyz 0 3
P 0.65 -2.07 -3.40
P 0.86 0.79 -5.39
C -0.05 -1.78 -5.14
C 0.68 -0.84 -6.11
H -1.05 -1.40 -4.87
H -0.14 -2.79 -5.56
H 1.67 -1.20 -6.43
H 0.06 -0.68 -7.00
C -0.65 1.69 -5.97
H -0.97 2.47 -5.26
H -1.49 1.00 -6.10
H -0.42 2.19 -6.93
C 2.03 2.13 -5.95
H 1.76 2.50 -6.97
H 3.07 1.76 -5.94
H 1.97 2.99 -5.25
C -0.40 -3.62 -3.11
H -0.21 -4.18 -2.17
H -0.37 -4.30 -3.96
H -1.39 -3.18 -2.96
C 2.46 -2.60 -4.00
H 2.90 -1.62 -4.21
H 2.34 -3.24 -4.87
H 3.17 -3.08 -3.26
Pt 1.72 -3.25 -1.99
C -0.09 3.43 -1.55
C -1.20 3.57 -2.30
C -2.44 2.69 -2.38
C -2.38 1.17 -2.01
C -1.61 0.35 -3.01
C -0.28 0.54 -3.04
C 0.64 1.68 -3.13
C 0.90 2.32 -1.74
C 0.99 -3.68 -0.17
H 0.28 4.26 -0.95
H -1.32 4.50 -2.86
H -2.91 2.80 -3.39
H -3.16 3.09 -1.64
H -1.85 1.10 -1.03
H -3.41 0.78 -1.93
H -2.05 -0.55 -3.45
H 0.22 -0.19 -2.33
H 0.42 2.49 -3.83
H 1.64 1.28 -3.38
H 0.92 1.49 -0.99
H 1.92 2.71 -1.75
H 1.61 -3.27 0.64
H 0.73 -4.75 -0.03
H 0.07 -3.09 -0.18
C 1.27 3.03 2.77
C 1.49 1.78 3.61
C 2.80 1.09 3.24
C 1.48 2.17 5.08
O 0.35 0.92 3.46
Si 0.11 -0.52 2.64
S 0.66 -0.48 0.72
O 0.95 -1.72 3.45
C 0.80 -2.24 4.79
C 1.48 -3.60 4.80
C 1.46 -1.33 5.80
C -0.67 -2.39 5.17
O -1.51 -0.81 2.98
C -2.67 0.04 2.97
C -2.75 0.83 1.67
C -3.85 -0.92 3.12
C -2.67 1.02 4.13
H 2.13 3.70 2.88
H 0.39 3.57 3.15
H 1.13 2.81 1.71
H 3.61 1.82 3.36
H 3.02 0.27 3.92
H 2.80 0.72 2.21
H 0.49 2.58 5.33
H 1.68 1.31 5.71
H 2.24 2.93 5.27
H 2.53 -3.52 4.54
H 1.41 -4.06 5.79
H 1.00 -4.28 4.08
H 0.90 -0.39 5.91
H 1.47 -1.80 6.79
H 2.50 -1.10 5.53
H -1.16 -1.41 5.26
H -1.20 -3.00 4.44
H -0.75 -2.88 6.15
H -2.72 0.17 0.79
H -3.69 1.40 1.63
H -1.93 1.55 1.58
H -3.78 -1.43 4.09
H -4.81 -0.40 3.07
H -3.81 -1.68 2.33
H -2.63 0.50 5.09
H -1.83 1.72 4.07
H -3.60 1.60 4.10
*
```

Calculated values
Energy relative to the best compared isomer or geometry (same formula, charge and spin) = 350.8 kJ/mol
LUMO (spin up / spin down) = -1.5 / -2.3 eV
Maximum force = 4.261 eV Å⁻¹

Atom charges from the Löwdin analysis, given in e for atoms 1 to 8: number 1, P, carries 0.71; number 2, P, carries 0.94; number 3, C, carries -0.40; number 4, C, carries -0.40; number 5, H, carries 0.05; number 6, H, carries 0.07; number 7, H, carries 0.08; number 8, H, carries 0.08


Entry 2:
C27H59Br2IN2O11S7 | wB97M-V/def2-TZVPD

```
! wB97M-V def2-TZVPD RIJCOSX def2/J DEFGRID3
* xyz 0 1
C 4.65 7.66 0.82
O 3.48 7.06 0.15
C 3.85 6.23 -1.00
C 3.38 4.64 -0.86
C 2.48 4.36 -2.20
C 0.89 4.69 -2.09
C -0.02 3.47 -1.43
C 0.49 6.09 -1.34
N 2.57 4.26 0.35
C 2.73 2.78 0.59
O 1.65 2.06 0.92
C 4.29 2.38 0.30
I 3.99 0.47 -0.82
C 5.27 1.86 1.50
Br 5.53 -0.15 1.32
C 4.72 2.08 3.03
C 4.36 3.63 3.43
Br 3.26 0.76 3.56
C 4.75 3.72 -0.60
O 5.35 4.53 0.51
C 6.77 4.79 0.31
N 8.06 4.83 0.05
S 5.80 3.40 -2.14
C 7.24 2.19 -1.81
O 6.29 4.73 -2.84
O 4.98 2.69 -3.29
H 4.24 8.59 1.44
H 5.15 6.94 1.63
H 5.44 8.07 0.07
H 3.22 6.65 -1.92
H 4.97 6.37 -1.31
H 2.88 4.90 -3.18
H 2.57 3.20 -2.43
H 0.49 4.79 -3.21
H -1.12 3.62 -1.88
H -0.13 3.55 -0.27
H 0.33 2.41 -1.81
H 0.70 6.05 -0.16
H 1.07 7.02 -1.74
H -0.66 6.32 -1.45
H 2.69 4.82 1.23
H 6.37 2.29 1.47
H 5.64 1.79 3.74
H 5.15 4.43 3.10
H 4.34 3.66 4.62
H 3.26 3.87 3.10
H 7.03 1.11 -2.24
H 7.45 2.11 -0.66
H 8.18 2.65 -2.39
C 0.55 -2.32 -1.66
S 1.92 -2.94 -0.66
O 3.10 -3.12 -1.57
C 1.21 -4.58 -0.36
H 0.80 -1.31 -2.00
H 0.40 -2.96 -2.54
H -0.36 -2.29 -1.06
H 1.02 -5.08 -1.31
H 0.27 -4.47 0.20
H 1.92 -5.17 0.23
C -4.18 -5.50 -0.52
S -3.16 -5.41 0.97
O -2.20 -4.27 0.79
C -2.25 -6.94 0.67
H -4.81 -4.60 -0.56
H -3.55 -5.53 -1.41
H -4.82 -6.38 -0.48
H -1.73 -6.89 -0.29
H -2.95 -7.78 0.67
H -1.52 -7.07 1.47
C -4.25 -0.05 -0.85
S -3.89 -1.48 0.20
O -5.15 -2.31 0.28
C -3.75 -0.56 1.74
H -4.42 -0.41 -1.87
H -5.15 0.46 -0.50
H -3.40 0.63 -0.84
H -4.68 -0.01 1.94
H -2.91 0.15 1.67
H -3.56 -1.26 2.55
C -3.13 -1.38 -4.91
S -1.99 -0.35 -3.96
O -2.69 0.94 -3.66
C -0.84 -0.03 -5.32
H -3.96 -1.67 -4.26
H -3.51 -0.83 -5.77
H -2.61 -2.28 -5.25
H -1.36 0.44 -6.16
H -0.39 -0.97 -5.65
H -0.05 0.64 -4.97
C -2.49 -3.52 3.79
S -2.13 -4.95 4.84
O -3.38 -5.77 4.92
C -1.98 -4.02 6.38
H -2.65 -3.87 2.77
H -3.39 -3.01 4.15
H -1.64 -2.83 3.80
H -2.91 -3.48 6.58
H -1.15 -3.32 6.31
H -1.79 -4.72 7.20
C -7.71 -4.31 0.95
S -7.22 -5.82 1.81
O -6.17 -6.49 0.97
C -8.77 -6.71 1.55
H -6.87 -3.61 0.96
H -7.98 -4.53 -0.08
H -8.56 -3.85 1.47
H -8.98 -6.79 0.48
H -9.58 -6.17 2.05
H -8.68 -7.71 1.98
*
```

Calculated values
LUMO = -1.1 eV
Maximum force = 11.856 eV Å⁻¹

Atom charges from the Löwdin analysis, given in e for atoms 1 to 8: number 1, C, carries -0.11; number 2, O, carries -0.23; number 3, C, carries -0.11; number 4, C, carries -0.27; number 5, C, carries -0.12; number 6, C, carries -0.35; number 7, C, carries -0.11; number 8, C, carries -0.12


Entry 3:
C27H60AlBCaClCsF13KN6NaO15P2S2 | wB97M-V/def2-TZVPD

```
! wB97M-V def2-TZVPD RIJCOSX def2/J DEFGRID3
* xyz 1 1
C 5.80 -0.48 1.27
C 5.05 0.31 1.78
C 4.04 1.34 2.09
C 2.58 0.77 1.99
O 2.50 -0.36 1.17
C 2.52 -0.02 -0.23
C 2.99 -1.20 -1.09
C 2.09 -2.45 -1.08
C 0.56 -2.16 -1.14
O 1.74 1.80 1.42
C 0.81 2.33 2.23
F 0.00 1.39 2.79
Cl 1.60 3.33 3.56
C -0.05 3.28 1.36
N -1.13 3.94 2.16
C -0.74 2.48 0.22
O -1.93 1.85 0.66
C -2.17 0.64 -0.05
C -3.69 0.47 -0.07
O -4.17 0.31 1.23
C -5.16 1.28 1.59
C -6.52 0.89 0.97
O -7.52 1.86 1.16
C -7.25 3.14 0.68
C -6.70 3.22 -0.78
B 0.79 4.44 0.61
O 0.00 5.46 0.01
N 2.22 4.47 0.49
C 2.62 3.62 -0.70
C 2.69 5.86 0.22
H 6.68 -0.95 0.88
H 4.19 1.69 3.11
H 4.17 2.19 1.41
H 2.30 0.47 3.00
H 1.53 0.28 -0.59
H 3.19 0.81 -0.46
H 3.05 -0.81 -2.11
H 4.00 -1.50 -0.79
H 2.28 -3.10 -0.24
H 2.33 -3.04 -1.98
H 0.42 -1.19 -1.64
H 0.02 -2.91 -1.73
H 0.19 -2.08 -0.12
H -0.77 4.86 2.40
H -1.90 4.16 1.54
H -0.92 3.17 -0.63
H -0.06 1.69 -0.14
H -1.71 -0.22 0.47
H -1.76 0.67 -1.07
H -4.10 1.35 -0.60
H -3.91 -0.40 -0.73
H -5.27 1.19 2.67
H -4.78 2.26 1.28
H -6.43 0.55 -0.08
H -6.85 0.01 1.52
H -8.21 3.67 0.67
H -6.61 3.73 1.34
H -7.06 4.17 -1.22
H -5.59 3.31 -0.71
H -6.88 2.33 -1.39
H -0.03 5.24 -0.93
H 3.08 4.20 -1.50
H 1.72 3.10 -1.04
H 3.32 2.86 -0.33
H 2.38 6.22 -0.77
H 2.32 6.58 0.95
H 3.79 5.84 0.21
C 3.74 1.05 -3.51
O 4.78 1.70 -3.68
O 3.78 -0.25 -3.98
O 2.69 1.44 -2.98
H 4.69 -0.23 -4.32
Na -0.72 4.94 4.36
O 3.43 -5.96 2.76
P 2.26 -5.83 1.81
N 1.40 -4.57 2.62
C 0.84 -4.75 3.92
C 2.10 -3.29 2.56
N 1.62 -7.41 1.99
C 0.32 -7.70 2.50
C 2.56 -8.47 2.37
N 1.20 -5.68 0.37
C 1.93 -5.53 -0.91
C 0.00 -4.84 0.34
H 0.25 -3.86 4.19
H 1.58 -4.92 4.71
H 0.14 -5.57 3.92
H 2.32 -3.02 1.54
H 3.05 -3.32 3.11
H 1.49 -2.48 2.97
H 0.29 -7.69 3.60
H 0.00 -8.70 2.17
H -0.43 -7.02 2.11
H 2.76 -8.47 3.45
H 3.51 -8.34 1.85
H 2.17 -9.44 2.08
H 2.38 -4.54 -1.04
H 1.28 -5.72 -1.76
H 2.74 -6.27 -0.96
H 0.21 -3.76 0.27
H -0.66 -5.02 1.23
H -0.59 -5.11 -0.53
F 7.80 3.11 -6.42
P 6.43 3.91 -5.97
F 5.36 4.15 -4.73
F 5.94 2.32 -5.91
F 5.12 4.12 -6.95
F 6.97 5.11 -6.96
F 7.39 4.61 -4.82
K -1.88 -6.21 3.18
Ca -6.40 4.15 -3.24
F -9.10 4.60 2.90
Al -8.81 3.72 4.37
F -9.94 2.45 4.49
F -8.93 4.77 5.71
F -7.21 3.07 4.27
N -3.47 0.81 -6.95
S -3.59 0.14 -8.40
O -3.21 0.95 -9.50
O -4.70 -0.76 -8.58
F -2.39 -0.87 -8.29
S -4.52 1.96 -6.75
O -4.25 2.79 -5.59
O -5.92 1.64 -6.93
F -4.24 2.94 -7.92
C 2.89 -0.76 5.06
O 3.85 -1.80 4.96
H 3.41 0.19 5.12
H 2.24 -0.76 4.18
H 2.28 -0.90 5.96
H 3.38 -2.63 4.91
Cs -5.37 -0.33 -5.54
*
```

Calculated values
LUMO = -7.4 eV
Maximum force = 6.102 eV Å⁻¹

Atom charges from the Löwdin analysis, given in e for atoms 1 to 8: number 1, C, carries 0.13; number 2, C, carries -0.10; number 3, C, carries -0.09; number 4, C, carries -0.32; number 5, O, carries -0.06; number 6, C, carries -0.18; number 7, C, carries -0.13; number 8, C, carries -0.23


Entry 4:
C27H60B2ClN5O3P | wB97M-V/def2-TZVPD

```
! wB97M-V def2-TZVPD RIJCOSX def2/J DEFGRID3
* xyz 1 1
C 2.06 0.44 -2.09
C 0.76 0.60 -2.84
O 0.72 -0.37 -3.91
B -0.13 -0.24 -4.95
O 0.04 -0.93 -6.11
C -1.41 0.72 -4.89
C -1.52 1.88 -5.68
C -2.60 2.68 -5.60
C -2.73 3.91 -6.45
C -3.45 3.63 -7.78
C -2.68 2.73 -8.74
Cl -3.85 5.20 -8.54
C -3.60 2.30 -4.67
B -4.93 3.19 -4.40
O -5.13 3.76 -3.18
N -5.86 3.39 -5.49
C -6.15 4.84 -5.62
C -7.13 2.67 -5.23
N -3.44 1.17 -3.99
P -4.78 0.55 -2.92
C -3.89 0.43 -1.35
C -4.90 0.04 -0.25
C -4.92 -1.16 -3.56
C -4.02 -2.25 -2.96
N -2.38 0.36 -4.07
H 2.14 1.22 -1.33
H 2.91 0.53 -2.77
H 2.08 -0.54 -1.62
H 0.69 1.61 -3.26
H -0.09 0.42 -2.18
H 0.96 -1.19 -6.25
H -0.71 2.12 -6.37
H -3.25 4.71 -5.91
H -1.73 4.28 -6.67
H -4.41 3.17 -7.54
H -1.76 2.34 -8.31
H -3.29 1.87 -9.02
H -2.43 3.26 -9.66
H -4.33 3.93 -2.67
H -6.29 5.10 -6.68
H -5.34 5.46 -5.24
H -7.05 5.12 -5.07
H -7.61 3.01 -4.31
H -7.81 2.86 -6.06
H -6.96 1.60 -5.18
H -3.04 -0.25 -1.39
H -3.48 1.43 -1.15
H -5.90 -0.16 -0.65
H -5.01 0.85 0.48
H -4.58 -0.84 0.29
H -5.97 -1.43 -3.43
H -4.73 -1.10 -4.64
H -3.85 -3.02 -3.72
H -3.04 -1.89 -2.67
H -4.50 -2.76 -2.12
C 2.60 2.45 1.68
C 2.60 1.70 3.00
N 2.14 0.33 2.89
C 1.85 -0.29 4.17
C 3.01 -0.50 5.15
C 2.86 -0.49 1.93
C 4.38 -0.64 2.11
H 1.62 2.40 1.20
H 2.84 3.50 1.86
H 3.35 2.06 0.99
H 1.91 2.21 3.69
H 3.60 1.78 3.45
H 1.37 -1.26 3.97
H 1.09 0.32 4.66
H 3.67 -1.31 4.84
H 2.61 -0.77 6.13
H 3.60 0.41 5.28
H 2.68 -0.09 0.93
H 2.40 -1.48 1.93
H 4.86 0.32 2.31
H 4.82 -1.05 1.20
H 4.64 -1.32 2.92
C 6.80 -5.56 8.73
C 5.53 -4.76 8.97
N 5.49 -3.52 8.21
C 4.45 -2.61 8.63
C 2.99 -3.05 8.46
C 5.66 -3.66 6.77
C 4.68 -4.56 6.01
H 7.69 -4.95 8.91
H 6.83 -6.41 9.42
H 6.86 -5.96 7.72
H 5.48 -4.49 10.03
H 4.66 -5.41 8.78
H 4.60 -1.66 8.11
H 4.62 -2.39 9.69
H 2.68 -3.03 7.42
H 2.34 -2.37 9.01
H 2.81 -4.05 8.85
H 6.68 -4.04 6.59
H 5.65 -2.66 6.34
H 4.52 -5.51 6.51
H 5.08 -4.78 5.01
H 3.71 -4.09 5.87
*
```

Calculated values
LUMO = -4.1 eV
Maximum force = 0.868 eV Å⁻¹

Atom charges from the Löwdin analysis, given in e for atoms 1 to 8: number 1, C, carries -0.05; number 2, C, carries -0.22; number 3, O, carries 0.10; number 4, B, carries -0.60; number 5, O, carries 0.21; number 6, C, carries -0.07; number 7, C, carries 0.08; number 8, C, carries -0.12